Below is a structure of composition C17H40ClNbO13P, with properties calculated with ωB97M-V with the def2-TZVPD basis set.

Its HOMO-LUMO gap is 7.07 eV. The value obtained for the total energy is -68258.80638 eV. Its net charge is -1.

Atoms and positions in Å:
C 3.1301 1.0318 1.5316
C 3.5332 1.2983 0.0820
C 2.4042 1.8958 -0.7373
O 1.2503 1.0548 -0.8009
Nb -0.5826 1.4501 -1.1368
C -1.2951 -0.0858 0.3054
C -1.1839 -1.3223 -0.5881
C -2.5501 2.3213 -1.7837
C -3.8007 1.4663 -1.5160
C -4.4679 1.6885 -0.1700
Cl -5.0003 3.3972 0.0897
P -0.8931 2.9228 1.0579
O 0.3903 3.0566 1.8310
O -1.6547 4.3433 0.8132
O -2.0503 2.3642 2.1452
H 3.8104 0.3220 2.0119
H 3.1145 1.9495 2.1231
H 2.1160 0.6255 1.5609
H 3.8467 0.3606 -0.3954
H 4.3843 1.9863 0.0323
H 2.0991 2.8496 -0.2980
H 2.7315 2.0958 -1.7642
H -0.0140 3.1303 -1.5202
H -0.5771 0.7636 -2.8456
H -2.2809 0.0374 0.7572
H -0.5936 -0.1460 1.1449
H -1.5644 -1.1719 -1.6101
H -0.1381 -1.6289 -0.6969
H -1.7477 -2.1598 -0.1611
H -2.6988 3.3190 -1.3593
H -2.4515 2.4751 -2.8643
H -3.5646 0.3900 -1.5577
H -4.5695 1.6321 -2.2838
H -5.3843 1.1029 -0.0846
H -3.8139 1.4598 0.6700
H -2.2419 4.5615 1.5444
H -1.6105 1.7496 2.7344
C -2.6104 -7.0670 0.1629
O -2.5505 -5.7223 0.6508
C -3.3409 -5.4596 1.6902
O -4.0735 -6.2463 2.2359
O -3.1788 -4.1808 2.0158
C -3.9753 -3.7311 3.1189
H -1.9134 -7.0957 -0.6693
H -2.3164 -7.7679 0.9427
H -3.6189 -7.3047 -0.1711
H -3.7343 -4.2979 4.0167
H -5.0338 -3.8489 2.8943
H -3.7204 -2.6835 3.2405
C 4.6540 7.4297 -0.6884
O 4.0818 7.4134 0.6201
C 3.6856 6.1907 1.0207
O 3.8123 5.1864 0.3687
O 3.1616 6.2970 2.2295
C 2.6083 5.0653 2.7510
H 4.9187 8.4672 -0.8718
H 5.5368 6.7928 -0.7318
H 3.9346 7.0785 -1.4267
H 3.3836 4.3019 2.7886
H 1.7778 4.7046 2.1469
H 2.2674 5.3170 3.7505
C 0.5497 -4.6383 -0.3943
O 1.7492 -4.5197 -1.1708
C 1.6993 -5.1332 -2.3456
O 0.7764 -5.7834 -2.7719
O 2.8507 -4.9193 -2.9864
C 2.9175 -5.5079 -4.2881
H 0.7369 -4.0976 0.5279
H -0.3014 -4.2013 -0.9110
H 0.3459 -5.6868 -0.1826
H 2.1352 -5.1050 -4.9291
H 2.8039 -6.5892 -4.2263
H 3.8993 -5.2436 -4.6684

Computed Löwdin charges, given in elementary charges: -0.10, -0.24, -0.32, -0.48, 1.28, -0.39, -0.23, -0.43, -0.38, -0.59, 0.51, 0.43, -0.42, -0.26, -0.27, 0.06, 0.05, 0.06, 0.10, 0.10, 0.08, 0.11, -0.03, -0.09, 0.02, 0.04, 0.03, 0.05, 0.06, -0.01, 0.01, 0.08, 0.09, 0.06, 0.02, 0.04, 0.03, -0.03, -0.01, -0.62, 0.12, 0.00, -0.03, 0.09, 0.10, 0.10, 0.10, 0.10, 0.10, -0.06, -0.01, -0.62, 0.12, 0.00, -0.02, 0.09, 0.09, 0.10, 0.09, 0.06, 0.09, -0.04, 0.01, -0.62, 0.11, 0.00, -0.04, 0.10, 0.09, 0.09, 0.10, 0.09, 0.09


Below is a structure of composition CHO3Sn, with properties calculated with ωB97M-V with the def2-TZVPD basis set.

Its HOMO-LUMO gap is 4.49 eV. The value obtained for the total energy is -13015.65226 eV. Its net charge is +1.

Atoms and positions in Å:
Sn -2.9120 1.5740 -1.3190
O 0.1284 -1.2729 0.4361
C 0.4798 0.0348 0.2181
O -0.4101 0.8789 -0.1218
O 1.6534 0.3404 0.3855
H 1.0605 -1.5552 0.4011

Computed Löwdin charges, given in elementary charges: 1.60, 0.10, -0.78, -0.16, 0.12, 0.13


Below is a structure of composition C28H39N7O7P2Rb, with properties calculated with ωB97M-V with the def2-TZVPD basis set.

Its HOMO-LUMO gap is 4.99 eV. The value obtained for the total energy is -73676.00780 eV. Its net charge is -1.

Atoms and positions in Å:
Rb -0.5758 0.7156 0.6571
C -3.7008 -1.6875 -2.3700
C -3.2341 -0.9261 -1.2831
N -2.3957 -1.3760 -0.3863
C -1.9161 -2.6483 -0.4999
C -2.3305 -3.4940 -1.5628
C -3.2533 -2.9658 -2.4980
C -1.8132 -4.8011 -1.7003
C -0.8914 -5.2392 -0.7872
C -0.4707 -4.4251 0.2730
C -0.9471 -3.1262 0.4744
N -0.4889 -2.2683 1.4304
C -0.1482 -2.7088 2.6602
C -0.4547 -3.9694 3.2025
C -0.0683 -4.3624 4.4886
C 0.6212 -3.5260 5.3262
C 0.8736 -2.2080 4.8906
C 1.4526 -1.2441 5.7447
C 1.5705 0.0530 5.3432
C 1.1354 0.3968 4.0517
N 0.6550 -0.4843 3.2004
C 0.4932 -1.7779 3.5860
H -4.3858 -1.2473 -3.0828
H -3.5657 0.1021 -1.1711
H -3.5743 -3.5934 -3.3227
H -2.1450 -5.4265 -2.5204
H -0.4644 -6.2319 -0.8836
H 0.2910 -4.8026 0.9414
H -1.0257 -4.6693 2.6112
H -0.3334 -5.3603 4.8222
H 0.9227 -3.8309 6.3213
H 1.7592 -1.5490 6.7404
H 1.9604 0.8183 6.0026
H 1.1303 1.4309 3.7115
N 1.5608 -2.7184 -1.6579
C 1.4129 -1.8253 -2.8068
C -0.0037 -1.6173 -3.3325
C -0.0279 -0.6114 -4.4844
C 0.0371 0.8337 -3.9891
N -1.2142 1.2339 -3.3444
H 1.0577 -3.5834 -1.8272
H 1.1223 -2.3178 -0.8326
H 2.0314 -2.2171 -3.6221
H 1.8296 -0.8565 -2.5284
H -0.6539 -1.2370 -2.5386
H -0.4108 -2.5832 -3.6467
H -0.9468 -0.7299 -5.0666
H 0.8105 -0.8057 -5.1652
H 0.3089 1.4934 -4.8224
H 0.8324 0.9401 -3.2469
H -1.8112 1.7115 -4.0069
H -0.9974 1.8993 -2.6058
O -1.6994 3.5022 0.7157
P -0.4774 4.0195 1.6613
O -0.9130 5.2122 2.4078
O 0.1207 2.8296 2.3502
O 0.6623 4.4964 0.5450
P 0.9868 3.9483 -0.9258
O 0.3348 5.0930 -1.8674
O 2.4707 3.9024 -1.0964
O 0.1902 2.6945 -1.1943
H -1.3551 3.1414 -0.1196
H 0.7156 5.9517 -1.6446
C 4.5648 -0.5813 1.1848
C 3.1808 -0.8922 0.5617
N 2.6154 0.3181 -0.0229
C 3.4472 0.8190 -1.1108
C 4.8736 1.1197 -0.5868
N 4.8821 0.8573 0.8928
C 3.8755 1.7463 1.5616
C 2.4918 1.3671 0.9944
H 5.3659 -1.1853 0.7599
H 4.5670 -0.6925 2.2683
H 2.4957 -1.2600 1.3263
H 3.2664 -1.6541 -0.2125
H 2.9975 1.7387 -1.4884
H 3.5011 0.0775 -1.9063
H 5.1426 2.1651 -0.7318
H 5.6350 0.4775 -1.0295
H 5.8051 1.0701 1.2563
H 4.1390 2.7767 1.3255
H 3.9469 1.5798 2.6362
H 2.0501 2.2431 0.5467
H 1.8675 1.0126 1.8030

Computed Löwdin charges, given in elementary charges: 0.93, -0.06, -0.17, 0.05, -0.17, -0.19, -0.04, -0.08, -0.11, -0.07, -0.27, 0.04, -0.24, -0.05, -0.11, -0.10, -0.18, -0.04, -0.06, -0.16, 0.07, -0.15, 0.10, 0.11, 0.11, 0.10, 0.10, 0.10, 0.09, 0.09, 0.09, 0.11, 0.10, 0.08, 0.03, -0.28, -0.20, -0.21, -0.28, 0.02, 0.05, 0.05, 0.11, 0.07, 0.09, 0.11, 0.10, 0.10, 0.11, 0.09, 0.07, 0.02, -0.22, 0.16, -0.31, -0.43, -0.28, 0.16, -0.13, -0.32, -0.43, -0.02, 0.07, -0.05, -0.13, -0.13, -0.13, -0.05, -0.09, -0.03, -0.19, 0.13, 0.13, 0.12, 0.10, 0.10, 0.11, 0.13, 0.13, 0.18, 0.14, 0.13, 0.06, 0.04


Below is a structure of composition CBrClI2, with properties calculated with ωB97M-V with the def2-TZVPD basis set.

Its HOMO-LUMO gap (spin up / spin down) is 8.23 / 6.21 eV. The value obtained for the total energy is -99800.30154 eV.

Atoms and positions in Å:
C 0.8459 -0.1864 0.3793
Cl 0.3071 1.2751 -0.0880
Br -0.1557 -1.1419 1.7065
I -2.5933 1.6946 -0.7852
I 1.5960 -1.6414 -1.2126

Computed Löwdin charges, given in elementary charges: -1.61, 0.41, 0.54, 0.07, 0.59


Below is a cluster of 2 separate species, C2H5NO in total, with properties calculated with ωB97M-V with the def2-TZVPD basis set.

Its HOMO-LUMO gap is 10.22 eV. The SMILES is C=C=N.O. The value obtained for the total energy is -5691.07440 eV.

Atoms and positions in Å:
C -0.1645 1.2166 0.2304
C -0.8619 0.1214 0.0845
O 1.9896 -0.9306 -0.4728
N -1.5059 -0.9057 0.0424
H 1.4487 -0.3693 0.0939
H -2.4964 -0.9193 0.2435
H 0.3022 1.4362 1.1748
H -0.1173 1.9683 -0.5364
H 1.4054 -1.6175 -0.8603

Computed Löwdin charges, given in elementary charges: -0.02, -0.28, -0.09, 0.15, -0.03, 0.08, 0.07, 0.06, 0.05


Below is a structure of composition C12H14CoN5O6S2, with properties calculated with ωB97M-V with the def2-TZVPD basis set.

Its HOMO-LUMO gap (spin up / spin down) is 7.68 / 7.68 eV. The value obtained for the total energy is -91703.91163 eV.

Atoms and positions in Å:
Co 0.0231 -0.2034 0.9406
N 0.8376 -1.1828 -0.5534
N 0.4692 -2.5398 -0.3927
C -0.6683 -2.7579 0.4183
O -1.2284 -3.8250 0.3797
O -1.0013 -1.7191 1.1346
H 0.4418 -0.7650 -1.3967
H 1.8492 -1.1047 -0.5581
H 0.4922 -3.1023 -1.2307
N -0.2737 -4.5306 6.5350
C -0.5524 -3.3337 5.8983
C -1.4322 -3.3009 4.8115
C -1.7502 -2.1058 4.2026
C -1.1823 -0.9245 4.6694
C -0.3152 -0.9376 5.7546
C -0.0030 -2.1366 6.3665
S -1.5342 0.5835 3.8555
O -1.1564 1.6638 4.7305
O -2.8435 0.5093 3.2902
N -0.4783 0.6442 2.6099
C 0.7063 1.2709 2.6578
S 1.5005 2.2910 3.7901
C 2.8317 2.4307 2.6729
C 2.6013 1.7295 1.5468
N 1.3986 1.0649 1.5408
H -0.4420 -5.3695 6.0062
H 0.5635 -4.5622 7.0910
H -1.8658 -4.2227 4.4432
H -2.4222 -2.0844 3.3582
H 0.1010 -0.0076 6.1185
H 0.6638 -2.1513 7.2204
H 3.6938 3.0280 2.9131
H 3.2627 1.6655 0.6966
C -2.0729 2.8995 -0.5635
O -1.3618 2.0075 0.3189
C -0.8318 0.9451 -0.2544
O -0.8663 0.7129 -1.4409
H -2.3522 3.7483 0.0510
H -2.9589 2.4030 -0.9537
H -1.4327 3.2069 -1.3877

Computed Löwdin charges, given in elementary charges: 0.59, 0.01, 0.04, -0.66, 0.08, -0.07, 0.10, 0.13, 0.14, 0.10, -0.32, -0.02, -0.05, -0.30, -0.06, -0.03, 0.62, -0.33, -0.27, -0.16, -0.68, 1.10, -0.38, -0.21, -0.04, 0.09, 0.09, 0.12, 0.11, 0.11, 0.11, 0.06, 0.11, -0.02, -0.05, -0.44, 0.06, 0.10, 0.10, 0.09


Below is an isolated molecule of C16H21ClN2O, with properties calculated with ωB97M-V with the def2-TZVPD basis set.

Its HOMO-LUMO gap is 9.11 eV. The SMILES is Cc1ncc(C#CCCCCCl)cc1OC[C@@H]1CCN1. The value obtained for the total energy is -34479.95996 eV.

Atoms and positions in Å:
Cl 2.2647 -0.6015 -3.8488
C -1.2101 -2.2785 0.6790
C -0.7900 -3.2290 0.0182
N -3.1130 0.6302 2.0680
O 0.2100 1.7971 2.8123
C -2.8795 -0.5672 1.5537
C -2.0811 1.3820 2.4539
C -0.4757 -0.2868 1.7980
C -1.5623 -1.0709 1.3611
C -0.7382 0.9671 2.3345
N 2.2243 3.1930 -0.0848
C -2.3707 2.7428 3.0417
C 1.1025 -1.9512 -3.7642
C -0.1428 -4.2818 -0.7917
C 1.7631 2.3816 -1.2257
C 0.9656 -2.4566 -2.3206
C 0.0576 -3.7211 -2.2118
C 1.3955 2.0796 2.0270
C 0.5158 1.9307 -0.4418
C 1.0390 2.7793 0.6967
H -3.7027 -1.1492 1.1462
H 0.5662 -0.6577 1.6198
H 2.1723 4.1967 -0.2868
H -2.0412 2.8384 4.1061
H -1.9437 3.5406 2.4333
H -3.4491 2.9635 2.9626
H 1.4819 -2.7324 -4.4111
H 0.1130 -1.6537 -4.1595
H -0.7688 -5.1848 -0.7952
H 0.8186 -4.5217 -0.3470
H 2.4258 1.5708 -1.4816
H 1.4650 2.9498 -2.1201
H 0.5554 -1.6205 -1.7049
H 1.9474 -2.6900 -1.9202
H 0.5427 -4.5027 -2.8630
H -0.9084 -3.5585 -2.6595
H 2.0056 1.1834 1.8540
H 2.0393 2.7487 2.5968
H 0.5102 0.8787 -0.2651
H -0.4580 2.2974 -0.7930
H 0.4537 3.6643 0.9333

Computed Löwdin charges, given in elementary charges: 0.55, 0.02, -0.01, 0.11, -0.04, -0.09, -0.25, 0.04, -0.21, -0.25, -0.01, -0.03, -0.61, -0.20, -0.19, -0.28, -0.21, -0.10, -0.11, -0.32, 0.11, 0.15, 0.11, 0.10, 0.07, 0.08, 0.06, 0.09, 0.12, 0.11, 0.08, 0.11, 0.10, 0.10, 0.12, 0.10, 0.12, 0.13, 0.08, 0.12, 0.14


Below is a structure of composition C30H59AlF2NO29, with properties calculated with ωB97M-V with the def2-TZVPD basis set.

Its HOMO-LUMO gap is 7.61 eV. The value obtained for the total energy is -104970.19115 eV. Its net charge is -1.

Atoms and positions in Å:
C 4.2076 0.2907 -1.3770
Al 2.9031 0.9691 -2.7646
N 1.0950 0.2092 -2.2552
C 1.2507 -1.1384 -2.0680
O 0.6081 -1.8663 -1.3549
F 2.1931 -1.6887 -2.8472
C 0.6310 0.7959 -1.0875
O -0.2410 1.6292 -1.0234
F 1.2587 0.4166 0.0389
H 4.9200 -0.3325 -1.9142
H 4.7881 1.0796 -0.9115
H 3.7541 -0.3344 -0.6141
H 2.8377 2.5654 -2.8788
H 3.1975 0.3697 -4.2266
C 0.6034 0.5955 3.2017
O 1.0147 0.4049 4.5669
C 2.3240 0.2650 4.7390
O 3.1647 0.2869 3.8873
O 2.5459 0.0878 6.0498
C 3.9230 -0.0819 6.3800
H -0.4784 0.6929 3.2180
H 1.0381 1.5037 2.7922
H 0.8755 -0.2607 2.5905
H 4.4973 0.7992 6.1003
H 4.3308 -0.9640 5.8900
H 3.9688 -0.2145 7.4577
C -0.1812 6.1046 -5.8309
O -1.0931 6.3023 -4.7457
C -1.0641 5.3154 -3.8486
O -0.3663 4.3445 -3.8958
O -1.9475 5.6045 -2.8841
C -2.0190 4.6017 -1.8577
H -0.2944 6.9621 -6.4885
H 0.8431 6.0590 -5.4673
H -0.4233 5.1943 -6.3763
H -1.0603 4.4886 -1.3585
H -2.3352 3.6516 -2.2777
H -2.7597 4.9404 -1.1377
C -0.3909 -1.8905 6.4060
O -1.5348 -2.7386 6.2266
C -1.5640 -3.3693 5.0520
O -0.7414 -3.2795 4.1872
O -2.6746 -4.1136 5.0064
C -2.8326 -4.8419 3.7846
H -0.4850 -1.4401 7.3906
H 0.5279 -2.4726 6.3679
H -0.3704 -1.1048 5.6587
H -2.0103 -5.5408 3.6466
H -2.8957 -4.1623 2.9375
H -3.7637 -5.3942 3.8741
C -1.8877 1.8361 -4.6506
O -2.3563 0.9131 -5.6469
C -1.6562 0.9253 -6.7728
O -0.7212 1.6339 -7.0257
O -2.1788 0.0086 -7.5968
C -1.5091 -0.0830 -8.8515
H -2.5499 1.7282 -3.7959
H -0.8719 1.5988 -4.3437
H -1.9403 2.8543 -5.0206
H -0.4685 -0.3707 -8.7133
H -1.5666 0.8617 -9.3896
H -2.0230 -0.8531 -9.4206
C 0.8108 -8.6830 9.3032
O -0.0161 -7.5398 9.5166
C -0.5487 -7.0392 8.3999
O -0.3834 -7.4711 7.2910
O -1.2883 -5.9873 8.7294
C -1.9205 -5.3433 7.6155
H 1.1760 -8.9864 10.2801
H 0.2370 -9.4969 8.8640
H 1.6555 -8.4336 8.6641
H -2.5992 -6.0295 7.1133
H -1.1793 -4.9700 6.9244
H -2.4918 -4.5078 8.0041
C -2.5213 8.1114 -1.1438
O -2.4945 7.6314 0.2089
C -2.7527 8.5493 1.1300
O -2.9995 9.7095 0.9325
O -2.6928 7.9626 2.3278
C -2.9507 8.8407 3.4202
H -2.2936 7.2593 -1.7868
H -3.5089 8.4993 -1.3891
H -1.7703 8.8864 -1.2874
H -3.9541 9.2574 3.3518
H -2.2146 9.6418 3.4532
H -2.8706 8.2419 4.3229
C 0.8150 -4.2067 -4.0638
O 0.2712 -4.9959 -5.1341
C 0.9867 -4.9747 -6.2475
O 2.0291 -4.3996 -6.4184
O 0.3529 -5.7114 -7.1656
C 1.0249 -5.7697 -8.4220
H 0.1428 -4.3099 -3.2184
H 1.8019 -4.5672 -3.7828
H 0.8654 -3.1601 -4.3494
H 2.0089 -6.2220 -8.3125
H 1.1172 -4.7761 -8.8567
H 0.4136 -6.3909 -9.0708
C -4.1025 -1.0339 6.3200
O -3.9291 0.3263 5.9118
C -4.2128 1.2222 6.8497
O -4.5888 0.9851 7.9670
O -4.0072 2.4349 6.3379
C -4.2716 3.5049 7.2430
H -3.8390 -1.6544 5.4718
H -3.4453 -1.2718 7.1507
H -5.1405 -1.2245 6.5890
H -3.6194 3.4441 8.1121
H -5.3142 3.4964 7.5555
H -4.0653 4.4237 6.7020
C 3.6768 -1.9422 -6.3400
O 5.0499 -1.5904 -6.1122
C 5.6853 -1.1380 -7.1742
O 5.2334 -1.0019 -8.2831
O 6.9448 -0.8531 -6.8186
C 7.7455 -0.3481 -7.8796
H 3.2820 -2.2904 -5.3943
H 3.1119 -1.0695 -6.6631
H 3.6080 -2.7377 -7.0721
H 7.3345 0.5839 -8.2639
H 7.8293 -1.0785 -8.6834
H 8.7307 -0.1600 -7.4610

Löwdin population analysis, charges in e, atoms 1 to 99: -0.23, 0.30, 0.08, -0.61, 0.11, 0.06, -0.57, 0.11, 0.11, -0.02, -0.02, -0.02, -0.11, -0.09, -0.02, -0.03, -0.63, 0.15, -0.01, -0.05, 0.10, 0.10, 0.10, 0.10, 0.10, 0.09, -0.03, 0.00, -0.62, 0.14, -0.04, -0.02, 0.09, 0.10, 0.10, 0.10, 0.08, 0.09, -0.01, -0.06, -0.65, 0.15, -0.03, -0.03, 0.10, 0.10, 0.08, 0.10, 0.10, 0.09, -0.03, 0.01, -0.63, 0.13, 0.00, -0.05, 0.09, 0.10, 0.08, 0.10, 0.09, 0.09, -0.05, 0.00, -0.63, 0.13, 0.02, -0.03, 0.09, 0.10, 0.10, 0.10, 0.08, 0.10, -0.02, 0.01, -0.63, 0.12, 0.00, -0.05, 0.07, 0.10, 0.10, 0.10, 0.10, 0.09, -0.02, 0.01, -0.62, 0.12, 0.00, -0.05, 0.10, 0.10, 0.09, 0.10, 0.10, 0.09, -0.03